ORCA calculation (ωB97M-V/def2-TZVPD) on an isolated molecule of C5H8N2O in a non-equilibrium geometry.

Structure (XYZ):
```
16
C5H8N2O | the Open Molecules 2025 dataset | ωB97M-V/def2-TZVPD
C -0.786 -0.326 0.160
C 0.019 1.053 0.309
C 1.448 0.356 0.521
C 1.436 -0.607 -0.660
C 0.175 -1.430 -0.048
H -3.379 0.915 -0.013
H -0.360 1.545 1.076
H -0.252 1.658 -0.629
H 1.437 0.073 1.643
H 3.028 0.518 -0.921
H 0.883 -0.043 -1.644
H -0.181 -2.365 -0.626
H 0.651 -1.940 0.795
N -2.011 -0.357 0.142
N 2.522 -0.143 -0.335
O -2.395 1.107 -0.003
```

## Properties
HOMO energy, eV: -8.283
Kohn-Sham gap, eV: 9.226
Max |F|, eV/A: 14.5
Net charge: 0
Relative energy (zero: lowest compared OMol25 entry of this formula, charge and spin), kJ/mol: 825.4

---

ORCA calculation (ωB97M-V/def2-TZVPD) on an isolated molecule of C5H8N2O in a non-equilibrium geometry.

Structure (XYZ):
```
16
C5H8N2O | the Open Molecules 2025 dataset | ωB97M-V/def2-TZVPD
C 0.901 -1.402 -0.348
C 0.073 -0.191 1.663
C 0.201 -0.303 0.159
N -1.805 1.247 -0.132
C -0.855 0.389 -0.686
O 0.770 -1.714 -1.674
C 0.790 1.128 -0.706
N 1.517 1.975 -0.999
H 1.447 -2.341 -1.946
H 1.650 -1.916 0.238
H -2.175 1.941 -0.772
H -1.574 1.698 0.741
H -1.048 -0.026 -1.672
H -0.899 -0.583 1.963
H 0.871 -0.742 2.161
H 0.138 0.839 2.012
```

## Properties
HOMO energy (alpha / beta), eV: -6.890 / -6.887
Kohn-Sham gap (alpha / beta), eV: 7.428 / 7.425
Max |F|, eV/A: 4.0
Net charge: 0
Relative energy (zero: lowest compared OMol25 entry of this formula, charge and spin), kJ/mol: 429.7

---

ORCA calculation (ωB97M-V/def2-TZVPD) on an isolated molecule of C5H8N2O in a non-equilibrium geometry.

Structure (XYZ):
```
16
C5H8N2O | the Open Molecules 2025 dataset | ωB97M-V/def2-TZVPD
C 1.395 1.816 0.021
C 0.523 0.641 -0.088
C -1.552 -0.221 -0.080
C -0.658 -1.248 -0.043
C 0.685 -0.803 -0.034
H 1.209 2.503 -0.775
H 2.484 1.590 0.004
H 1.123 2.346 0.927
H -3.543 -0.813 -0.073
H -3.261 0.808 0.229
H -0.900 -2.236 0.192
H 1.803 -2.366 0.540
H 2.671 -1.309 -0.519
N -2.900 -0.086 -0.061
N 1.767 -1.596 -0.106
O -0.846 0.974 -0.134
```

## Properties
HOMO energy, eV: -6.550
Kohn-Sham gap, eV: 7.591
Max |F|, eV/A: 6.7
Net charge: 0
Relative energy (zero: lowest compared OMol25 entry of this formula, charge and spin), kJ/mol: 145.7

---

ORCA calculation (ωB97M-V/def2-TZVPD) on an isolated molecule of C5H8N2O in a non-equilibrium geometry.

Structure (XYZ):
```
16
C5H8N2O | the Open Molecules 2025 dataset | ωB97M-V/def2-TZVPD
C -0.571 -0.668 1.587
C 0.585 0.762 -0.282
C 0.689 -0.282 -1.276
C -0.725 0.413 0.544
C 1.706 -0.985 -1.727
O -0.785 -0.938 -1.087
N 1.001 1.966 -0.423
N -1.558 1.419 0.695
H -1.434 -0.358 -1.526
H 0.403 2.556 0.181
H -1.913 1.462 1.653
H -0.632 -0.238 2.589
H -1.402 -1.367 1.471
H 0.359 -1.230 1.482
H 2.707 -0.562 -1.676
H 1.571 -1.948 -2.205
```

## Properties
HOMO energy, eV: -9.453
Kohn-Sham gap, eV: 9.533
Max |F|, eV/A: 4.6
Net charge: 0
Relative energy (zero: lowest compared OMol25 entry of this formula, charge and spin), kJ/mol: 395.7

---

ORCA calculation (ωB97M-V/def2-TZVPD) on an isolated molecule of C5H8N2O in a non-equilibrium geometry.

Structure (XYZ):
```
16
C5H8N2O | the Open Molecules 2025 dataset | ωB97M-V/def2-TZVPD
C 0.269 -0.210 -1.464
C -1.104 -0.076 -0.915
C 1.011 -0.438 -0.079
C 1.293 0.854 0.647
C -1.011 -0.894 0.619
N 1.040 1.967 0.126
N -1.273 -0.257 1.671
O 1.665 -1.454 0.122
H 1.252 2.765 0.724
H -1.568 -0.841 2.453
H 0.633 0.705 -1.923
H 0.416 -1.108 -2.056
H 1.681 0.682 1.656
H -1.357 0.940 -0.630
H -1.860 -0.652 -1.443
H -1.087 -1.982 0.493
```

## Properties
HOMO energy, eV: -9.257
Kohn-Sham gap, eV: 9.110
Max |F|, eV/A: 5.0
Net charge: 0
Relative energy (zero: lowest compared OMol25 entry of this formula, charge and spin), kJ/mol: 308.0

---

ORCA calculation (ωB97M-V/def2-TZVPD) on C5H8N2O as an isolated structure in a non-equilibrium geometry.

Structure (XYZ):
```
16
C5H8N2O | the Open Molecules 2025 dataset | ωB97M-V/def2-TZVPD
C 0.269 0.517 0.138
C -1.213 0.078 0.647
C -1.050 -1.105 -0.165
C 0.515 -1.046 -0.169
C 1.377 0.678 0.733
H 0.838 1.853 -1.416
H -0.660 0.718 -1.554
H -2.064 0.591 0.010
H -1.704 0.026 1.882
H -1.565 -2.019 0.044
H -1.529 -0.884 -1.134
H 0.866 -1.415 0.740
H 1.799 1.429 1.450
N -0.102 1.597 -0.813
N 2.402 -0.060 0.283
O 1.822 -0.956 -0.673
```

## Properties
HOMO energy, eV: -9.295
Kohn-Sham gap, eV: 9.923
Max |F|, eV/A: 14.3
Net charge: 0
Relative energy (zero: lowest compared OMol25 entry of this formula, charge and spin), kJ/mol: 935.7